{"formula": "C20H29F16NO3P", "method": "ωB97M-V/def2-TZVPD", "energy_ev": -81604.9172, "charge": 1, "homo_energy_ev": -13.06, "homo_lumo_gap_ha": 0.3549, "spin_multiplicity": 1, "symbols": ["H", "O", "F", "H", "C", "H", "C", "H", "F", "H", "H", "N", "F", "C", "C", "H", "H", "C", "O", "F", "H", "C", "H", "C", "H", "H", "C", "H", "C", "C", "F", "O", "F", "H", "H", "P", "F", "C", "H", "H", "F", "H", "F", "H", "C", "F", "F", "H", "H", "C", "H", "H", "C", "H", "F", "H", "C", "H", "H", "F", "C", "H", "C", "F", "F", "C", "C", "C", "H", "F"], "xyz": [[6.991, -0.350, 2.838], [-7.944, -0.492, -3.489], [0.710, 3.131, 2.200], [-9.195, 0.506, -7.168], [2.758, -0.808, 3.033], [1.611, -0.376, 0.704], [7.996, -2.926, 2.844], [5.834, 1.533, 0.939], [-5.528, 2.107, -3.261], [8.051, -2.161, 3.616], [5.279, 1.455, 3.306], [1.694, -2.773, 1.257], [-4.724, 1.784, -0.735], [-0.773, 1.463, 1.514], [-9.761, 0.267, -5.089], [8.491, -3.079, 0.747], [9.209, -1.712, 1.565], [-2.828, 0.962, 0.287], [-2.053, 1.033, 1.482], [-10.333, 2.015, -6.536], [3.856, 1.469, 2.275], [2.445, -3.757, 1.271], [-6.820, 1.416, -1.891], [-3.575, 2.228, -0.156], [-2.806, 2.552, -2.159], [8.780, -3.653, 3.052], [5.614, 0.571, 1.404], [4.195, -0.154, 4.419], [-8.778, -0.804, -4.594], [4.193, -0.386, 3.355], [-1.369, 3.729, 1.839], [3.107, -4.675, 1.243], [-0.043, 0.512, 2.192], [2.482, -1.687, 3.619], [4.891, -1.209, 3.224], [2.461, -1.284, 1.324], [-0.209, 1.537, 0.293], [-9.346, 1.130, -6.283], [-3.612, 0.250, 0.539], [2.046, -0.026, 3.287], [-1.707, 3.545, -0.812], [7.480, -1.047, -0.076], [-8.217, 1.821, -6.027], [5.833, -3.126, 2.511], [-2.919, 3.108, -1.224], [-3.705, 4.178, -1.439], [-7.696, 2.293, -3.442], [3.645, -1.426, 0.606], [-8.205, -1.230, -5.417], [6.666, -3.674, 2.946], [6.434, -3.851, 3.997], [7.750, 0.576, 1.554], [8.291, -2.297, 1.480], [-2.261, 0.523, -0.533], [-10.856, -0.419, -5.523], [-0.824, 2.581, 3.369], [6.941, -0.118, 1.777], [6.280, -1.945, 0.813], [-9.414, -1.600, -4.212], [-6.325, 0.167, -4.906], [-6.712, 1.508, -2.972], [6.711, -4.645, 2.456], [4.704, 0.861, 2.599], [-10.148, 1.047, -4.059], [-3.909, 2.959, 0.925], [-0.588, 2.757, 2.317], [-6.736, 0.124, -3.628], [7.207, -1.372, 0.927], [5.114, -0.013, 0.631], [-5.829, -0.620, -2.944]]}

{"formula": "C6H9Cl2N3O4", "method": "ωB97M-V/def2-TZVPD", "energy_ev": -44067.1694, "homo_energy_ev": -8.06, "homo_lumo_gap_ha": 0.2855, "spin_multiplicity": 1, "e_above_lowest_kcal_mol": 23.9, "symbols": ["C", "C", "H", "H", "O", "C", "Cl", "H", "H", "H", "C", "N", "C", "N", "O", "O", "C", "H", "H", "Cl", "O", "H", "N", "H"], "xyz": [[0.891, 1.263, -0.282], [0.569, -0.930, 0.786], [1.089, -1.901, 0.785], [-2.470, -2.008, 1.981], [1.432, 1.841, 0.798], [-0.932, -0.887, 0.865], [-0.755, -3.435, 1.996], [1.224, 0.590, -3.507], [-1.071, -1.340, 2.976], [-1.627, -0.587, -0.839], [1.044, -0.582, -1.717], [1.396, 1.634, -1.593], [-1.364, -1.781, 2.091], [-0.667, 1.606, -0.339], [-1.572, -1.364, -0.285], [-1.301, 1.190, -1.301], [1.291, 0.497, -2.473], [-1.449, 0.083, 1.271], [1.179, -1.668, -1.936], [1.108, 3.325, -2.178], [-1.124, 2.214, 0.555], [1.190, 2.665, 1.088], [0.950, -0.161, -0.387], [0.970, -0.263, 1.646]]}

{"formula": "CH2O2S2", "method": "ωB97M-V/def2-TZVPD", "energy_ev": -26831.3645, "homo_energy_ev": [-9.08, -9.20], "homo_lumo_gap_ha": [0.2882, 0.2794], "spin_multiplicity": 1, "e_above_lowest_kcal_mol": 62.0, "symbols": ["O", "C", "S", "O", "S", "H", "H"], "xyz": [[2.048, 0.916, -0.957], [-0.082, -0.488, 0.083], [1.790, 0.302, 0.326], [-2.331, 0.831, 0.508], [-1.548, 0.422, -0.715], [0.287, -1.442, -0.406], [-0.163, -0.542, 1.161]]}

{"formula": "C25H18F15GeN4PtS2", "method": "ωB97M-V/def2-TZVPD", "energy_ev": -154353.4885, "charge": 2, "homo_energy_ev": [-13.63, -14.18], "homo_lumo_gap_ha": [0.2129, 0.2194], "s_squared": 0.76, "spin_multiplicity": 2, "e_above_lowest_kcal_mol": 63.9, "symbols": ["H", "F", "H", "C", "F", "H", "H", "C", "F", "F", "F", "F", "N", "C", "H", "C", "C", "H", "S", "H", "C", "H", "C", "F", "C", "H", "F", "H", "H", "C", "C", "F", "C", "C", "H", "F", "H", "C", "C", "C", "C", "C", "Pt", "H", "C", "C", "S", "H", "C", "C", "H", "N", "F", "C", "N", "H", "F", "F", "C", "F", "C", "C", "H", "Ge", "F", "N"], "xyz": [[4.561, -2.494, 1.357], [-0.497, 1.118, 2.404], [1.430, -0.076, 2.656], [5.173, -0.068, -0.309], [-3.930, 4.383, -3.039], [2.232, -2.124, 2.001], [3.895, 2.847, 0.711], [2.239, -2.370, -0.665], [-1.828, 0.942, -5.458], [-4.709, 0.874, 0.332], [-3.183, 3.291, -5.395], [-5.149, -3.487, -2.144], [3.949, 2.014, 0.129], [-3.758, 2.160, 3.565], [5.023, -0.907, 1.950], [-2.911, 2.665, -4.269], [-2.282, -2.368, 0.503], [2.906, 0.609, 2.789], [0.789, 3.299, 0.735], [1.986, -3.044, -1.484], [-1.831, 1.379, 2.407], [1.006, -0.938, -1.533], [-2.584, 1.037, 1.303], [-3.270, 3.178, -0.723], [-2.207, 1.466, -4.301], [2.182, -2.946, 0.253], [-4.324, -5.210, -0.237], [6.083, 1.803, 0.139], [5.088, 0.130, -1.378], [3.631, -1.843, -0.913], [-2.389, 1.945, 3.533], [-4.077, -1.025, -2.306], [-4.217, -3.119, -1.284], [0.712, 2.049, -0.247], [3.973, 2.327, -0.840], [-5.855, 1.987, 2.529], [0.415, -1.511, -0.111], [-2.822, -3.629, 0.611], [-3.799, -4.005, -0.301], [-3.654, -1.857, -1.359], [-2.289, 1.374, -1.880], [-3.952, 1.235, 1.372], [2.240, 0.594, 0.135], [5.231, 1.104, 1.515], [-1.897, 0.860, -3.107], [4.227, -1.458, 1.451], [1.338, 1.732, -1.778], [4.350, -2.667, -0.961], [-4.548, 1.797, 2.484], [-2.684, -1.452, -0.456], [6.108, -0.611, -0.143], [1.271, -1.229, -0.590], [-1.165, -0.279, -3.111], [2.980, -1.407, 2.329], [4.006, -0.859, 0.113], [3.639, -1.336, -1.879], [-2.414, -4.472, 1.551], [-1.630, 2.270, 4.574], [-2.953, 2.591, -1.876], [-4.311, 2.688, 4.639], [5.192, 1.248, 0.436], [-3.283, 3.230, -3.058], [3.258, -1.664, 3.351], [-1.790, 0.292, -0.336], [-1.286, -1.998, 1.359], [2.365, -0.066, 2.254]]}

{"formula": "C33H37BrGeO5Re", "method": "ωB97M-V/def2-TZVPD", "energy_ev": -173729.0367, "charge": 2, "homo_energy_ev": [-12.62, -12.62], "homo_lumo_gap_ha": [0.2295, 0.1644], "s_squared": 3.78, "spin_multiplicity": 4, "symbols": ["C", "C", "Ge", "H", "C", "H", "O", "H", "C", "Re", "C", "C", "H", "H", "C", "H", "C", "H", "C", "H", "H", "H", "C", "O", "H", "C", "C", "C", "C", "O", "H", "C", "C", "H", "C", "C", "C", "H", "H", "C", "H", "C", "C", "H", "H", "H", "H", "H", "H", "C", "H", "C", "H", "O", "H", "H", "O", "H", "C", "C", "H", "H", "H", "C", "H", "C", "C", "H", "C", "H", "H", "C", "C", "Br", "H", "H", "C", "H"], "xyz": [[-4.093, -6.146, -0.223], [-0.505, -0.641, 3.723], [-1.762, -2.637, -0.439], [1.692, 4.218, 2.895], [-1.406, 0.856, -1.247], [2.575, 0.575, 2.586], [3.277, 1.955, 0.456], [4.703, 1.601, 1.938], [-0.467, -2.479, 2.169], [1.177, 2.013, 0.182], [0.566, -4.429, -0.625], [4.130, 2.208, -0.702], [2.534, 4.644, 0.218], [3.908, 1.716, -2.791], [-0.257, -3.530, -1.308], [-1.616, 3.467, -0.206], [3.790, 2.179, 1.800], [-4.377, -2.497, 0.995], [-3.058, -5.254, -0.470], [-0.416, -0.746, -2.222], [2.503, 4.065, -2.412], [2.214, -5.796, -0.720], [2.686, 1.655, 2.685], [-0.147, 1.022, -0.611], [-0.236, -0.219, 4.683], [0.501, 3.877, 0.016], [-1.199, 5.563, -0.251], [1.013, -4.012, -3.326], [-0.219, 6.551, -0.192], [-2.311, 1.547, -0.920], [-0.661, -2.703, -3.261], [-1.686, -0.502, 1.629], [-0.090, -1.922, 3.383], [-0.155, -3.492, 1.954], [1.129, 6.216, -0.026], [-2.454, -1.349, -1.768], [-1.255, -1.775, 1.252], [-2.236, 5.842, -0.378], [-6.216, -4.072, 1.402], [1.899, 3.233, -2.772], [-6.035, -6.417, 0.644], [-3.141, -3.928, -0.045], [-5.330, -4.404, 0.877], [-2.716, -1.965, -2.629], [2.840, 1.898, 3.735], [0.929, 3.073, 4.059], [2.622, -5.418, -3.129], [-1.699, 1.039, 3.126], [-4.015, -7.172, -0.558], [-0.849, 4.227, -0.152], [1.878, 6.996, 0.017], [-5.230, -5.722, 0.448], [4.254, 3.287, -0.809], [1.426, 2.241, 2.235], [0.003, 3.678, 2.658], [3.998, 3.243, 1.929], [2.044, 2.075, -1.902], [-2.371, 0.047, 1.001], [-1.317, 0.063, 2.846], [-4.292, -3.518, 0.634], [5.100, 1.738, -0.540], [0.512, -2.498, 4.074], [3.302, 0.483, -1.677], [-1.408, -0.299, -2.189], [0.849, 3.506, -2.767], [1.483, 4.889, 0.081], [0.984, 3.403, 3.025], [-2.176, -5.600, -0.999], [-0.017, -3.345, -2.673], [-3.376, -0.876, -1.432], [1.165, -3.865, -4.388], [1.828, -4.886, -2.622], [3.391, 1.558, -1.844], [-0.701, 8.340, -0.329], [2.206, 2.936, -3.773], [0.395, -4.644, 0.421], [1.598, -5.097, -1.271], [-1.609, 0.134, -3.176]]}

{"formula": "C14H21CsNO5S3", "method": "ωB97M-V/def2-TZVPD", "energy_ev": -59636.6694, "charge": 1, "homo_energy_ev": -11.01, "homo_lumo_gap_ha": 0.2960, "spin_multiplicity": 1, "e_above_lowest_kcal_mol": 0.0, "symbols": ["O", "C", "H", "H", "Cs", "H", "C", "S", "H", "H", "C", "C", "N", "C", "S", "H", "C", "C", "H", "H", "H", "C", "C", "H", "C", "C", "C", "C", "H", "O", "H", "H", "O", "H", "C", "H", "H", "H", "H", "S", "H", "O", "O", "H", "H"], "xyz": [[-0.617, 5.476, -1.159], [-1.285, 4.031, 0.577], [-0.079, -3.597, 0.240], [4.131, -2.355, -0.508], [-0.864, 0.537, -0.949], [-3.216, -2.361, -1.560], [-2.149, 2.632, 2.156], [2.398, -1.861, 1.064], [-2.738, -0.523, 2.105], [-0.361, 5.522, -2.093], [-0.850, 4.202, -0.852], [-1.295, 5.110, 1.452], [-1.696, 2.812, 0.923], [-1.758, 4.907, 2.743], [0.611, -2.650, -1.746], [0.802, -4.806, -0.674], [2.200, -2.662, -2.614], [2.733, -1.270, -2.995], [2.196, -0.903, -3.871], [1.920, -4.168, 1.437], [2.922, -3.193, -1.998], [-2.673, 1.285, 2.564], [2.057, -3.564, 0.539], [2.951, -3.954, 0.055], [3.933, -1.513, 0.152], [-4.483, -2.271, -0.079], [3.952, -0.212, -0.643], [-2.205, 3.650, 3.103], [2.095, -3.234, -3.537], [-3.238, -1.941, -0.695], [-4.656, -3.348, -0.079], [-1.780, 5.724, 3.451], [-0.762, 3.308, -1.657], [-2.598, 3.442, 4.088], [0.827, -3.766, -0.344], [4.909, -0.148, -1.165], [3.905, 0.645, 0.032], [3.775, -1.378, -3.303], [4.758, -1.475, 0.864], [2.614, 0.095, -1.813], [-0.955, 6.079, 1.122], [-2.320, 0.274, 1.746], [-3.354, 1.124, 3.537], [-5.319, -1.770, -0.570], [-4.438, -1.933, 0.954]]}

| no. | maximum force (hartree/bohr) |
| --- | --- |
| 1 | 0.0290 |
| 2 | 0.0872 |
| 3 | 0.0624 |
| 4 | 0.0570 |
| 5 | 0.0210 |
| 6 | 0.0128 |